Arrangement a

Density functional theory data (the ωB97M-V functional and the def2-TZVPD basis) for a cluster of 2 separate species, CH6N2S2 in total.

Each line ends with the Löwdin charge.
CARTESIAN COORDINATES (ANGSTROEM)
H 0.33 -2.19 2.08  0.030
N 0.61 -1.27 2.42  0.048
C -0.08 -0.36 1.87  -0.418
N 0.19 0.96 2.07  0.066
H -0.92 -0.52 1.19  0.108
H 0.90 1.12 2.77  0.089
H -0.51 1.64 1.85  0.079
S 0.06 1.35 -3.84  0.219
S -0.24 -0.15 -2.42  0.196
H 0.48 0.54 -4.82  -0.208
H -0.81 -1.12 -3.16  -0.207

LUMO energy ... 0.187 eV
Highest occupied orbital energy ... -8.96 eV
HOMO-LUMO gap ... 9.14 eV
Charge ... 0


Arrangement b

Density functional theory data (the ωB97M-V functional and the def2-TZVPD basis) for a cluster of 2 separate species, CH6N2S2 in total.

Each line ends with the Löwdin charge.
CARTESIAN COORDINATES (ANGSTROEM)
H 3.33 3.97 0.38  0.023
N 3.18 3.30 1.11  0.050
C 2.02 3.39 1.62  -0.401
N 1.58 2.55 2.61  0.066
H 1.26 4.11 1.30  0.111
H 0.84 2.92 3.15  0.069
H 1.99 1.66 2.77  0.082
S -2.46 -1.75 -1.60  0.202
S -0.68 -2.63 -0.98  0.213
H -3.10 -1.63 -0.41  -0.203
H -0.01 -2.06 -1.99  -0.213

LUMO energy ... 0.256 eV
Highest occupied orbital energy ... -8.72 eV
HOMO-LUMO gap ... 8.98 eV
Charge ... 0


Arrangement c

Density functional theory data (the ωB97M-V functional and the def2-TZVPD basis) for a cluster of 2 separate species, CH6N2S2 in total.

Each line ends with the Löwdin charge.
CARTESIAN COORDINATES (ANGSTROEM)
H -1.64 3.37 0.55  0.036
N -1.54 2.42 0.92  0.052
C -0.87 1.68 0.11  -0.325
N -1.21 0.31 0.15  0.017
H -0.17 2.08 -0.60  0.102
H -1.77 -0.02 -0.62  0.075
H -1.74 0.08 0.98  0.073
S 2.57 -1.57 0.32  0.190
S 2.87 -3.54 -0.33  0.212
H 1.23 -1.48 0.03  -0.210
H 2.27 -3.33 -1.50  -0.222

LUMO energy ... 0.394 eV
Highest occupied orbital energy ... -8.82 eV
HOMO-LUMO gap ... 9.22 eV
Charge ... 0


Stability, lowest: arrangement c


Arrangement a

Density functional theory data (the ωB97M-V functional and the def2-TZVPD basis) for a cluster of 2 separate species, C4H12NO3 in total.

Each line ends with the Löwdin charge.
CARTESIAN COORDINATES (ANGSTROEM)
C 1.00 -0.20 1.31  -0.264
O 1.58 0.87 0.58  -0.134
C -0.15 -0.86 0.60  -0.314
C -1.01 0.23 -0.45  -0.531
C -1.93 1.15 0.33  -0.078
O -0.09 0.77 -1.23  -0.288
N -1.07 -1.37 1.62  0.000
H 0.59 0.31 2.21  0.097
H 1.89 -0.77 1.63  0.109
H 0.17 -1.65 -0.08  0.109
H -1.54 -0.63 -1.02  0.119
H -2.07 2.14 -0.11  0.068
H -2.86 0.64 0.60  0.054
H -1.33 1.47 1.19  0.066
H 0.95 1.11 -0.15  0.001
H -2.04 -1.55 1.41  0.046
H -1.04 -0.86 2.49  0.042
H 1.19 -1.24 -2.14  0.002
H 1.27 0.29 -2.38  0.009
O 1.60 -0.57 -2.69  -0.114

LUMO energy ... 4.053 eV
Highest occupied orbital energy ... -3.08 eV
HOMO-LUMO gap ... 7.13 eV
Charge ... -1


Arrangement b

Density functional theory data (the ωB97M-V functional and the def2-TZVPD basis) for a cluster of 2 separate species, C4H12NO3 in total.

Each line ends with the Löwdin charge.
CARTESIAN COORDINATES (ANGSTROEM)
C -0.69 0.99 0.91  -0.228
C -0.77 -0.48 1.26  -0.458
C -0.40 -0.68 2.85  -0.038
O 0.26 -1.18 0.70  -0.144
N -0.89 1.40 -0.48  -0.101
C -0.96 0.45 -1.58  -0.485
O 0.16 -0.26 -1.65  -0.294
H 0.44 1.31 1.12  0.151
H -1.34 1.67 1.50  0.093
H -1.67 -1.11 0.91  0.152
H -1.01 -0.02 3.42  0.047
H -0.41 -1.72 2.99  0.039
H 0.58 -0.30 2.99  0.047
H 0.25 -1.00 -0.34  0.050
H -0.20 2.25 -0.70  0.147
H -1.14 1.17 -2.52  0.113
H -1.75 -0.28 -1.57  0.081
H 2.49 -0.77 -1.12  0.005
H 1.77 -0.01 -1.80  -0.049
O 2.73 -0.14 -1.81  -0.128

LUMO energy ... 4.013 eV
Highest occupied orbital energy ... -3.75 eV
HOMO-LUMO gap ... 7.77 eV
Charge ... -1


Stability, lowest: arrangement b


Arrangement a

Density functional theory data (the ωB97M-V functional and the def2-TZVPD basis) for a structure of composition BrFHP.

Each line ends with the Löwdin charge.
CARTESIAN COORDINATES (ANGSTROEM)
F -0.75 1.84 -0.47  -0.432
P -0.79 0.82 0.75  0.821
Br -3.38 -0.26 -0.03  -0.197
H -0.52 -0.18 -0.09  -0.193

LUMO energy ... -2.323 eV
Highest occupied orbital energy ... -9.90 eV
HOMO-LUMO gap ... 7.58 eV
Charge ... 0


Arrangement b

Density functional theory data (the ωB97M-V functional and the def2-TZVPD basis) for an isolated molecule of BrFHP.

Each line ends with the Löwdin charge.
CARTESIAN COORDINATES (ANGSTROEM)
F 0.67 -1.83 -0.45  -0.438
P 0.76 -0.78 0.68  0.386
Br 2.58 0.18 -0.05  0.184
H 0.20 0.29 -0.11  -0.131

LUMO energy ... 0.435 eV
Highest occupied orbital energy ... -9.90 eV
HOMO-LUMO gap ... 10.33 eV
Charge ... 0


Arrangement c

Density functional theory data (the ωB97M-V functional and the def2-TZVPD basis) for an isolated molecule of BrFHP.

Each line ends with the Löwdin charge.
CARTESIAN COORDINATES (ANGSTROEM)
F -0.94 1.22 -0.25  -0.513
P 0.56 0.37 0.22  0.456
Br -0.35 -1.40 1.09  0.192
H 0.73 -0.19 -1.06  -0.135

LUMO energy ... 0.098 eV
Highest occupied orbital energy ... -10.31 eV
HOMO-LUMO gap ... 10.41 eV
Charge ... 0


Arrangement d

Density functional theory data (the ωB97M-V functional and the def2-TZVPD basis) for a cluster of 2 separate species, BrFHP in total.

Each line ends with the Löwdin charge.
CARTESIAN COORDINATES (ANGSTROEM)
F -0.38 -2.16 -0.96  -0.591
P -0.66 0.34 0.48  0.530
Br 1.47 0.44 1.14  0.165
H -0.44 1.39 -0.67  -0.104

LUMO energy (alpha / beta) ... -3.581 / -3.581 eV
Highest occupied orbital energy (alpha / beta) ... -10.30 / -10.29 eV
HOMO-LUMO gap (alpha / beta) ... 6.72 / 6.71 eV
Charge ... 0


Stability, lowest: arrangement d


Arrangement a

Density functional theory data (the ωB97M-V functional and the def2-TZVPD basis) for an isolated molecule of CH4N2P2.

Each line ends with the Löwdin charge.
CARTESIAN COORDINATES (ANGSTROEM)
N -0.97 -0.45 -0.78  -0.216
P -1.68 0.72 0.32  0.859
C 0.02 0.14 0.09  -1.060
N 1.02 -0.52 0.79  -0.257
P 1.73 0.80 -0.12  0.833
H -1.08 -0.12 -1.69  0.004
H -2.05 -0.26 1.08  -0.156
H 1.22 -0.43 1.79  0.064
H 1.79 0.13 -1.48  -0.073

LUMO energy ... 0.670 eV
Highest occupied orbital energy ... -9.06 eV
HOMO-LUMO gap ... 9.73 eV
Charge ... 0


Arrangement b

Density functional theory data (the ωB97M-V functional and the def2-TZVPD basis) for a cluster of 2 separate species, CH4N2P2 in total.

Each line ends with the Löwdin charge.
CARTESIAN COORDINATES (ANGSTROEM)
C 0.04 0.42 -0.03  -1.161
N -0.83 -0.55 -0.37  -0.244
N 1.00 0.24 1.06  -0.258
P -1.73 0.99 -0.23  0.856
P 1.70 0.98 -0.31  0.855
H -0.82 -1.01 -1.22  -0.001
H 1.28 -0.62 1.48  0.057
H -2.26 0.85 1.13  -0.108
H 1.62 -1.30 -1.51  0.004

LUMO energy (alpha / beta) ... -0.775 / -0.655 eV
Highest occupied orbital energy (alpha / beta) ... -8.01 / -9.04 eV
HOMO-LUMO gap (alpha / beta) ... 7.24 / 8.39 eV
Charge ... 0


Arrangement c

Density functional theory data (the ωB97M-V functional and the def2-TZVPD basis) for a cluster of 2 separate species, CH4N2P2 in total.

Each line ends with the Löwdin charge.
CARTESIAN COORDINATES (ANGSTROEM)
C -0.89 -0.85 0.20  -1.003
N -0.71 -2.04 0.51  0.031
N 1.12 0.91 -0.03  -0.316
P -1.85 0.21 -0.84  0.599
P -0.49 0.92 0.71  0.539
H -0.09 -2.34 1.32  0.074
H 1.34 1.88 -0.28  0.003
H 1.79 0.66 0.68  0.001
H -0.22 0.65 -2.26  0.072

LUMO energy ... -1.254 eV
Highest occupied orbital energy ... -8.32 eV
HOMO-LUMO gap ... 7.07 eV
Charge ... 0


Stability, lowest: arrangement b


Arrangement a

Density functional theory data (the ωB97M-V functional and the def2-TZVPD basis) for a cluster of 2 separate species, C2H5FO2 in total.

Each line ends with the Löwdin charge.
CARTESIAN COORDINATES (ANGSTROEM)
C -1.48 0.99 0.26  0.036
C -1.56 -0.45 -0.09  -0.432
O -0.71 -1.22 -0.37  0.155
F -2.90 -0.82 -0.09  0.059
H -0.50 1.26 0.42  0.072
H -2.16 1.50 -0.34  0.077
H -1.94 1.28 1.21  0.105
O 2.04 -1.60 0.03  -0.060
H 1.03 -1.51 -0.08  0.033
H 2.38 -2.43 0.03  -0.045

LUMO energy ... 0.708 eV
Highest occupied orbital energy ... -10.82 eV
HOMO-LUMO gap ... 11.52 eV
Charge ... 0


Arrangement b

Density functional theory data (the ωB97M-V functional and the def2-TZVPD basis) for an isolated molecule of C2H5FO2.

Each line ends with the Löwdin charge.
CARTESIAN COORDINATES (ANGSTROEM)
O -1.64 0.10 0.18  -0.034
C -0.49 0.63 -0.39  -0.235
C 0.72 0.02 0.23  -0.390
O 0.94 -1.30 -0.24  -0.004
F 1.89 0.77 -0.01  -0.019
H -1.97 -0.54 -0.50  0.126
H -0.44 1.73 -0.20  0.151
H -0.32 0.34 -1.37  0.105
H 0.64 -0.11 1.41  0.182
H 1.69 -1.68 0.27  0.119

LUMO energy ... 0.825 eV
Highest occupied orbital energy ... -10.79 eV
HOMO-LUMO gap ... 11.62 eV
Charge ... 0


Stability, lowest: arrangement b